Formula: C43H40CaN2OP2S2
Source: OMol25
Level of theory: the ωB97M-V functional and the def2-TZVPD basis

ΔE to the lowest compared entry with this formula, charge and spin = 139.7 kJ/mol
frontier orbital gap = 8.180 eV
total energy = -4003.62908 hartree
total charge = +2

The geometry in XYZ format:
```
91
C43H40CaN2OP2S2 the ωB97M-V functional and the def2-TZVPD basis
Ca 0.48 -0.33 0.00
C 1.36 -2.09 3.41
C -0.15 -1.90 3.11
P -0.51 -0.16 2.61
C -2.30 -0.23 2.25
C -3.22 0.66 2.78
C -4.56 0.61 2.40
C -4.98 -0.33 1.46
C -4.07 -1.21 0.90
C -2.74 -1.15 1.29
C -0.30 0.73 4.16
C 0.64 1.76 4.23
C 0.89 2.40 5.44
C 0.21 2.01 6.58
C -0.75 0.99 6.52
C -1.00 0.36 5.31
C 2.03 -3.10 2.47
P 2.09 -2.55 0.71
C 3.78 -1.88 0.54
C 3.95 -0.51 0.37
C 5.21 0.07 0.26
C 6.33 -0.75 0.30
C 6.18 -2.12 0.46
C 4.92 -2.69 0.58
C 2.07 -4.11 -0.23
C 1.67 -4.09 -1.57
C 1.70 -5.25 -2.33
C 2.13 -6.44 -1.77
C 2.53 -6.47 -0.44
C 2.50 -5.31 0.33
H 1.49 -2.42 4.43
H 1.88 -1.13 3.35
H -0.75 -2.14 3.98
H -0.47 -2.58 2.32
H -2.90 1.40 3.51
H -5.27 1.29 2.84
H -6.03 -0.38 1.18
H -4.40 -1.94 0.17
H -2.05 -1.87 0.85
H 1.17 2.06 3.34
H 1.63 3.19 5.49
H 0.41 2.50 7.53
H -1.29 0.70 7.41
H -1.76 -0.42 5.27
H 1.49 -4.05 2.50
H 3.05 -3.28 2.79
H 3.09 0.15 0.35
H 5.31 1.14 0.14
H 7.31 -0.31 0.21
H 7.06 -2.76 0.49
H 4.83 -3.76 0.69
H 1.34 -3.17 -2.02
H 1.39 -5.23 -3.37
H 2.16 -7.35 -2.36
H 2.86 -7.40 0.01
H 2.81 -5.36 1.37
S -0.22 -1.13 -2.87
C -0.09 -0.37 -4.39
N -0.51 -1.12 -5.45
C -0.53 -0.68 -6.73
C -0.09 0.57 -7.00
C 0.37 1.30 -5.91
N 0.37 0.87 -4.65
H -0.82 -2.05 -5.24
H -0.90 -1.37 -7.48
H -0.09 0.96 -8.01
H 0.77 2.30 -6.07
O -0.52 1.43 -0.39
S -0.80 2.10 -1.77
C -0.49 3.83 -1.49
C 0.27 4.48 -2.45
C 0.52 5.84 -2.31
C 0.02 6.52 -1.21
C -0.73 5.84 -0.24
C -0.99 4.49 -0.37
C -2.56 2.13 -1.95
C -3.40 1.89 -0.88
C -4.77 1.97 -1.10
C -5.26 2.27 -2.37
C -4.39 2.48 -3.43
C -3.02 2.41 -3.22
H 0.68 3.93 -3.30
H 1.11 6.37 -3.05
H 0.20 7.58 -1.10
H -1.11 6.38 0.62
H -1.57 3.96 0.37
H -3.01 1.62 0.10
H -5.46 1.80 -0.28
H -6.33 2.34 -2.53
H -4.78 2.70 -4.42
H -2.33 2.58 -4.05
```